Record 1
{
  "formula": "C9H16N3O",
  "method": "wB97M-V/def2-TZVPD",
  "s_squared": 2.020,
  "charge": 1,
  "orbital_gap_ev": [5.98, 6.51],
  "energy_ev": -16096.7599,
  "relative_energy_kj_mol": 206.5,
  "spin_multiplicity": 3,
  "species": ["O", "N", "N", "N", "C", "C", "C", "C", "C", "C", "C", "C", "C", "H", "H", "H", "H", "H", "H", "H", "H", "H", "H", "H", "H", "H", "H", "H", "H"],
  "positions_angstrom": [[-2.928, -1.046, 0.035], [-3.553, 1.086, -0.326], [1.127, 0.126, 0.360], [-1.857, -1.768, 0.361], [0.556, -1.264, 0.139], [-0.189, 1.350, -0.271], [2.388, 0.619, -0.217], [-0.196, 2.563, 0.554], [0.896, -1.683, -1.351], [1.033, -2.314, 1.184], [-1.194, 0.334, -0.111], [-0.838, -1.022, 0.197], [-2.565, 0.184, -0.148], [0.786, -1.918, 2.157], [-0.223, 2.335, 1.528], [0.263, 1.447, -1.238], [0.133, -2.183, -1.895], [2.323, 1.667, -0.548], [-4.514, 0.880, -0.305], [1.795, -2.246, -1.247], [-1.105, 3.162, 0.279], [0.981, 0.546, 1.299], [3.221, 0.630, 0.637], [1.076, -0.862, -1.941], [0.728, 3.134, 0.405], [0.338, -3.214, 1.170], [2.877, 0.020, -1.014], [2.006, -2.598, 0.794], [-3.367, 2.035, -0.489]],
  "forces_ev_per_a": [[-2.773, -0.094, 0.562], [2.033, -1.456, 0.245], [2.696, -1.781, 1.270], [1.060, -2.910, 0.182], [2.548, -0.428, -0.198], [-2.904, 0.946, -1.812], [2.743, -0.495, 2.373], [-0.567, 1.714, -3.495], [-0.057, -0.526, 2.510], [-2.042, -0.505, -1.735], [1.156, 0.033, -0.159], [-0.589, 2.385, -0.473], [-3.509, 3.155, -0.798], [1.188, 0.221, 0.565], [-0.372, -0.754, 4.000], [-0.001, -0.111, -0.570], [-0.756, -1.033, 0.187], [-0.358, -0.361, -0.043], [-1.227, -0.902, 0.109], [0.593, -0.668, -0.538], [0.926, 0.165, 0.579], [0.479, -1.205, -0.655], [-1.667, 0.017, -1.747], [0.638, 2.199, -1.161], [-0.393, 0.170, -0.188], [0.894, 0.846, -0.529], [-0.933, 0.186, 0.435], [0.417, -0.127, 1.326], [0.778, 1.318, -0.243]],
  "lowdin_charge": [0.11, 0.32, -0.08, 0.22, -0.42, -0.23, -0.06, -0.06, 0.04, 0.02, 0.00, -0.22, -0.25, 0.09, 0.04, 0.13, 0.09, 0.08, 0.13, 0.08, 0.10, 0.16, 0.13, 0.05, 0.10, 0.12, 0.10, 0.09, 0.12]
}



Record 2
{
  "formula": "C23H32F6HfN6O7S2Si",
  "method": "wB97M-V/def2-TZVPD",
  "charge": 2,
  "orbital_gap_ev": 8.33,
  "energy_ev": -94796.0054,
  "relative_energy_kj_mol": 24.1,
  "species": ["Hf", "S", "S", "Si", "F", "F", "F", "F", "F", "F", "O", "O", "O", "O", "O", "O", "O", "N", "N", "N", "N", "N", "N", "C", "C", "C", "C", "C", "C", "C", "C", "C", "C", "C", "C", "C", "C", "C", "C", "C", "C", "C", "C", "C", "C", "C", "H", "H", "H", "H", "H", "H", "H", "H", "H", "H", "H", "H", "H", "H", "H", "H", "H", "H", "H", "H", "H", "H", "H", "H", "H", "H", "H", "H", "H", "H", "H", "H"],
  "positions_angstrom": [[-0.067, -0.379, 0.352], [2.013, -1.242, 2.009], [2.742, 1.260, 1.599], [-1.630, -3.228, 0.199], [2.883, -2.234, 4.240], [1.574, -3.515, 3.075], [1.396, 1.918, 3.730], [3.438, 2.646, 3.666], [3.628, -3.198, 2.443], [1.925, 3.556, 2.404], [1.421, 1.182, 0.900], [3.830, 1.807, 0.877], [-1.479, 0.714, -0.563], [-1.670, 2.864, -1.193], [1.960, -1.592, 0.587], [1.074, -0.097, -1.507], [0.608, -0.923, 2.407], [0.740, 6.466, 1.002], [-1.216, 1.125, 1.893], [-0.596, -2.048, -0.616], [-0.003, 5.098, -0.716], [3.030, -0.106, 2.347], [-1.469, 5.805, 0.912], [0.904, -1.272, -2.357], [0.052, -2.250, -1.866], [2.359, 2.426, 2.963], [2.690, 2.907, -2.893], [1.555, -1.365, -3.566], [-2.242, -2.091, 1.584], [-1.571, 2.018, -0.340], [-3.418, 4.204, 0.906], [-0.657, -4.688, 0.755], [-2.672, 5.343, 0.206], [-2.618, 3.192, 1.739], [-3.134, -3.690, -0.753], [0.240, 1.582, -3.065], [-0.245, 5.788, 0.399], [-1.453, 2.387, 1.136], [1.688, 3.394, -3.724], [1.256, 1.126, -2.256], [-0.138, -3.370, -2.671], [2.475, 1.751, -2.148], [0.500, -3.494, -3.894], [1.351, -2.495, -4.344], [2.589, -2.680, 3.046], [0.466, 2.733, -3.805], [-0.877, -5.550, 0.120], [0.329, -4.377, -4.498], [-3.619, -2.801, -1.167], [-1.602, 6.331, 1.763], [1.855, -2.587, -5.296], [3.655, 3.397, -2.849], [-3.998, 3.688, 0.140], [2.217, -0.578, -3.902], [-1.522, -1.894, 2.381], [-2.120, 0.730, 2.139], [-0.530, 2.963, 1.202], [-0.699, 1.050, -3.126], [-0.798, -4.161, -2.330], [-0.684, 4.432, -1.073], [-2.592, -1.166, 1.106], [0.919, 5.075, -1.118], [-2.226, 3.686, 2.631], [-3.332, 6.200, 0.084], [-4.150, 4.635, 1.591], [-0.314, 3.105, -4.458], [-3.123, -2.512, 2.075], [3.259, 1.329, -1.534], [-2.374, 5.033, -0.787], [-3.350, 2.468, 2.109], [1.674, 6.459, 0.629], [1.865, 4.275, -4.326], [0.544, 7.133, 1.729], [0.418, -4.496, 0.696], [-3.843, -4.180, -0.075], [-2.939, -4.384, -1.575], [-0.744, 1.317, 2.772], [-0.903, -4.970, 1.784]],
  "forces_ev_per_a": [[-0.636, -0.004, 0.191], [0.091, 0.218, 0.009], [-0.399, -0.016, -0.429], [-0.175, 0.546, -0.031], [0.003, -0.087, 0.073], [0.026, -0.162, 0.056], [-0.035, 0.064, -0.030], [0.037, 0.078, 0.144], [0.086, -0.123, 0.054], [-0.064, 0.057, 0.076], [0.844, 0.435, 0.119], [-0.130, -0.154, 0.127], [-0.388, 1.433, -0.583], [-0.234, 0.072, -0.325], [0.350, -0.098, 0.585], [-0.253, -0.274, -1.034], [0.576, -0.401, 0.287], [-0.035, -0.109, 0.001], [-0.001, 0.150, -0.185], [0.260, -0.382, -0.699], [0.213, 0.152, 0.293], [-0.134, -0.089, -0.098], [-0.241, 0.017, 0.167], [0.162, 0.423, 0.092], [-0.341, -0.090, 0.441], [0.079, -0.038, 0.026], [0.026, -0.037, 0.039], [0.148, 0.004, 0.019], [0.141, -0.132, 0.041], [-0.111, -0.753, 0.398], [0.011, -0.037, 0.044], [0.188, -0.298, 0.176], [0.137, -0.031, 0.079], [-0.081, 0.021, 0.022], [-0.247, -0.097, -0.292], [-0.169, -0.016, -0.110], [0.177, -0.061, -0.494], [0.014, -0.115, 0.202], [-0.051, 0.011, 0.050], [-0.014, -0.472, 0.468], [-0.042, -0.258, 0.110], [0.248, 0.119, -0.029], [0.030, 0.022, -0.024], [-0.007, -0.042, -0.031], [-0.019, 0.245, -0.137], [-0.001, 0.054, -0.032], [0.057, 0.007, 0.053], [0.014, 0.045, 0.029], [-0.016, -0.089, 0.020], [-0.005, 0.031, -0.029], [-0.015, 0.005, 0.030], [-0.053, -0.017, 0.000], [0.008, -0.014, -0.015], [-0.023, 0.013, 0.007], [-0.049, 0.086, 0.035], [-0.028, -0.093, 0.077], [0.049, 0.089, -0.012], [0.041, 0.005, -0.002], [0.065, 0.076, -0.043], [0.116, -0.099, 0.041], [-0.085, 0.076, 0.107], [0.023, 0.048, -0.022], [-0.003, 0.015, 0.033], [-0.065, 0.019, 0.017], [0.004, -0.047, 0.011], [0.035, -0.010, 0.016], [0.031, -0.014, -0.041], [-0.028, 0.012, 0.004], [-0.101, 0.064, -0.020], [-0.036, 0.025, -0.028], [-0.002, -0.011, -0.008], [0.004, -0.009, -0.004], [-0.016, 0.014, -0.024], [-0.041, -0.043, 0.035], [0.040, 0.037, -0.085], [-0.051, 0.068, 0.072], [0.060, -0.025, 0.007], [0.032, -0.010, -0.089]],
  "lowdin_charge": [1.69, 0.73, 0.71, 0.41, 0.21, 0.19, 0.16, 0.21, 0.22, 0.15, -0.41, -0.19, -0.14, 0.09, -0.30, -0.16, -0.39, 0.21, 0.02, -0.21, 0.24, -0.24, 0.11, -0.17, -0.26, -0.68, -0.05, 0.01, -0.17, -0.51, -0.15, -0.15, -0.13, -0.12, -0.16, -0.01, -0.43, -0.25, -0.07, -0.26, -0.01, -0.01, -0.05, -0.05, -0.69, -0.05, 0.05, 0.12, 0.05, 0.17, 0.12, 0.12, 0.13, 0.13, 0.02, 0.10, 0.13, 0.14, 0.10, 0.08, 0.02, 0.13, 0.12, 0.14, 0.12, 0.12, 0.06, 0.12, 0.10, 0.12, 0.13, 0.11, 0.13, 0.03, 0.05, 0.04, 0.10, 0.05]
}



Record 3
{
  "formula": "C5H9N",
  "method": "wB97M-V/def2-TZVPD",
  "orbital_gap_ev": [7.97, 7.97],
  "energy_ev": -6817.6277,
  "relative_energy_kj_mol": 324.9,
  "species": ["N", "C", "C", "C", "C", "C", "H", "H", "H", "H", "H", "H", "H", "H", "H"],
  "positions_angstrom": [[-0.606, -0.404, 0.002], [-1.734, -1.844, -1.661], [0.357, 0.349, 0.535], [-1.697, -0.884, -0.473], [1.333, -0.145, 1.498], [0.254, 1.875, 0.388], [1.225, 2.233, -0.050], [-2.614, -1.642, -2.208], [-1.712, -2.838, -1.300], [-0.006, 2.081, 1.350], [1.020, -0.178, 2.507], [-0.890, -1.535, -2.209], [2.226, 0.510, 1.451], [1.556, -1.234, 1.379], [-0.544, 1.907, -0.368]],
  "forces_ev_per_a": [[-0.149, 0.419, -0.364], [0.544, 2.543, 1.281], [-3.213, -1.175, -1.952], [2.207, 0.399, 2.356], [1.388, -1.626, -0.166], [1.119, -3.201, -4.222], [-1.008, 0.261, 0.889], [-1.054, -0.074, -0.609], [0.122, -0.976, 0.297], [-0.620, 1.960, 2.471], [-0.767, 0.672, 1.355], [1.210, -0.496, -1.359], [-0.238, -0.729, 0.013], [0.327, 0.905, -0.519], [0.133, 1.118, 0.529]],
  "lowdin_charge": [0.04, -0.11, -0.37, -0.08, -0.07, -0.02, 0.10, 0.04, 0.06, 0.04, 0.06, 0.05, 0.09, 0.09, 0.08]
}



Maximum force (computed, eV/Å): 4.79, 1.59, 5.42